1.
Formula: C31H57Cl2N3OP2Yb
Source: OMol25
Level of theory: the ωB97M-V functional and the def2-TZVPD basis

ORCA input file:
```
! RIJCOSX wB97M-V def2-TZVPD def2/J DEFGRID3
* xyz -1 2
P -0.18292 0.76397 -1.84267
C -1.81487 0.27866 -2.59364
C -2.29450 1.10257 -3.78870
C -3.74568 0.72154 -4.10360
C -3.93267 -0.78467 -4.31706
C -3.33240 -1.61961 -3.18144
C -1.88242 -1.22051 -2.89799
C 1.22274 0.18815 -2.90918
C 1.13811 0.55847 -4.38692
C 2.45785 0.17730 -5.07411
C 2.84079 -1.29067 -4.85356
C 2.78660 -1.71320 -3.38163
C 1.45569 -1.31883 -2.74303
C -0.13367 2.63211 -1.93826
C -1.25879 3.24110 -1.08417
C -1.24437 4.77142 -1.13143
C 0.11821 5.37132 -0.77544
C 1.27858 4.72444 -1.53909
C 1.24123 3.18890 -1.53545
H -2.48352 0.46716 -1.72762
H -1.64850 0.90104 -4.65664
H -2.23045 2.18016 -3.58499
H -4.08903 1.27473 -4.98460
H -4.36923 1.03172 -3.25433
H -5.00044 -1.01106 -4.41513
H -3.45521 -1.07570 -5.26205
H -3.91789 -1.45998 -2.26610
H -3.37818 -2.68642 -3.42674
H -1.47915 -1.78906 -2.04964
H -1.26456 -1.44455 -3.78228
H 2.08848 0.70161 -2.44991
H 3.25324 0.81387 -4.66587
H 0.93274 1.63147 -4.51744
H 0.30545 0.00997 -4.85425
H 2.38394 0.38925 -6.14607
H 3.84440 -1.47504 -5.25208
H 2.15114 -1.92604 -5.42412
H 2.93017 -2.79632 -3.28539
H 3.59408 -1.22069 -2.82244
H 1.42857 -1.58846 -1.68008
H 0.63904 -1.87241 -3.22595
H -0.31763 2.85299 -3.00680
H -2.24555 2.88205 -1.41147
H -1.17757 2.89161 -0.04081
H -1.52294 5.08681 -2.14531
H -2.01270 5.15919 -0.45215
H 0.29327 5.25039 0.30132
H 0.10175 6.44824 -0.97725
H 2.23207 5.05923 -1.11322
H 1.25761 5.07078 -2.58134
H 2.02151 2.81452 -2.21410
H 1.52381 2.80179 -0.54088
Yb 0.13146 0.40091 1.05879
Cl 2.63632 0.71738 0.60096
Cl -2.42493 0.73919 0.85888
C -0.41788 -1.77379 0.05715
H -1.53154 -1.78450 0.06145
C 0.24057 -2.98438 0.27453
C 1.68561 -2.95974 0.42860
C 2.40841 -4.13800 0.50996
C 1.75234 -5.38241 0.47466
C 0.34761 -5.43607 0.39847
C -0.40910 -4.27880 0.30909
H 2.16797 -1.97111 0.45672
H 3.49544 -4.09203 0.60117
H -0.15133 -6.41247 0.40736
H -1.50292 -4.30762 0.23367
H 2.33773 -6.30530 0.51658
C -2.43338 -0.15685 4.21132
N -1.27801 0.47011 4.88698
C -1.57214 1.74608 5.52367
P 0.21284 -0.14910 4.53893
O 0.41209 -0.27495 3.05478
N 1.42542 0.74104 5.26376
C 2.75420 0.10446 5.17786
C 1.53115 2.17637 4.97161
N 0.35174 -1.71064 5.08482
C -0.04125 -2.10647 6.42688
C 0.56567 -2.82546 4.15089
H -3.19093 0.61642 4.02398
H -2.87624 -0.95233 4.83662
H -2.15713 -0.56133 3.22117
H -1.24562 1.76821 6.57269
H -1.12426 2.59340 4.98086
H -2.66017 1.88779 5.50583
H 3.14574 0.09023 4.14353
H 3.44116 0.69598 5.79389
H 2.70977 -0.91970 5.56777
H 1.49959 2.38745 3.88601
H 0.74970 2.74563 5.48275
H 2.50438 2.51089 5.35009
H -0.43061 -3.13148 6.37639
H 0.81633 -2.10171 7.11768
H -0.82976 -1.45069 6.81702
H -0.00181 -2.68599 3.22281
H 1.63192 -2.94662 3.90429
H 0.21757 -3.73735 4.65015
*
```

Its expectation value of S² is 0.7914. For the orbital gap (spin up / spin down), the calculation gives 4.982 / 4.877 eV.



2.
Formula: C34H39EuN5O3P2S
Source: OMol25
Level of theory: the ωB97M-V functional and the def2-TZVPD basis

ORCA input file:
```
! RIJCOSX wB97M-V def2-TZVPD def2/J DEFGRID3
* xyz 0 8
Eu -4.11726 1.53530 1.51167
C -2.49556 -1.46142 2.82314
C -1.64872 -0.49357 2.45628
C -0.65967 -0.51658 1.32692
C -1.16289 -0.04763 -0.06430
C -2.50439 -0.54784 -0.49637
C -3.07646 -1.71176 -0.15154
C -2.43325 -2.81367 0.62321
C -2.70278 -2.77597 2.15143
C -5.66421 0.87233 -0.25789
H -3.07929 -1.33706 3.74517
H -1.56964 0.39599 3.10825
H -0.16822 -1.49204 1.22744
H 0.14345 0.18472 1.60335
H -1.19598 1.05396 -0.07215
H -0.38195 -0.32968 -0.78980
H -3.03627 0.11601 -1.19646
H -4.11522 -1.90045 -0.45689
H -1.35545 -2.86133 0.44113
H -2.86778 -3.75931 0.26982
H -3.74625 -3.07158 2.34344
H -2.07085 -3.55582 2.60679
H -6.58081 0.60609 0.30152
H -5.50442 0.14944 -1.06298
H -5.75048 1.90615 -0.65850
P 3.39998 0.65735 -3.32514
P 4.14950 1.09131 -0.38760
N 2.91330 -0.73327 -4.26485
N 3.96141 1.59636 -4.73433
N 4.24175 -0.46644 0.42455
N 5.07149 1.97248 0.81818
C 5.06673 -0.00701 -2.79940
C 5.56607 0.78344 -1.57348
C 1.76084 -1.45666 -3.91849
C 1.75006 -2.63852 -4.64009
C 2.93376 -2.65915 -5.45634
C 3.63523 -1.48304 -5.20038
C 3.28295 2.76669 -5.11256
C 3.98602 3.37955 -6.14364
C 5.14122 2.57092 -6.41467
C 5.09408 1.48164 -5.54494
C 3.09057 -1.06427 0.95334
C 3.42321 -2.32050 1.44044
C 4.81901 -2.51912 1.19665
C 5.29740 -1.36723 0.57782
C 6.21029 1.61538 1.55290
C 6.73578 2.76399 2.13720
C 5.90910 3.86940 1.73104
C 4.90621 3.36493 0.92391
H 5.79480 0.07572 -3.62527
H 4.95281 -1.07998 -2.55164
H 6.40287 0.24930 -1.08774
H 5.93315 1.78201 -1.88088
H 1.07173 -1.04015 -3.19826
H 0.99729 -3.41039 -4.58614
H 3.23516 -3.44145 -6.13650
H 4.56430 -1.11488 -5.60897
H 2.36806 3.03959 -4.60784
H 3.71159 4.29412 -6.64825
H 5.91144 2.76187 -7.14972
H 5.77500 0.64608 -5.45219
H 2.15488 -0.52298 0.93509
H 2.75029 -3.01704 1.91830
H 5.40828 -3.39006 1.44079
H 6.29825 -1.12582 0.25005
H 6.53881 0.58773 1.60966
H 7.60902 2.81292 2.77275
H 6.04831 4.90776 1.99968
H 4.08528 3.84045 0.40517
O -5.63512 2.32140 3.13775
C -6.12853 1.17144 3.44251
N -5.53668 0.02683 3.03233
S -6.36670 -1.37599 3.43217
O -6.78847 -2.02975 2.21947
O -5.68774 -2.13274 4.45778
C -7.69725 -0.43770 4.17863
C -8.91042 -0.88922 4.70571
C -9.84337 0.06127 5.15608
C -9.55803 1.44103 5.06425
C -8.34402 1.86803 4.53439
C -7.40593 0.91312 4.13040
H -9.11379 -1.95985 4.74911
H -10.79703 -0.26180 5.57274
H -10.29933 2.16435 5.40481
H -8.10053 2.92226 4.41096
*
```

Its expectation value of S² is 15.7612. As for the energy above the lowest of the compared OMol25 structures with the same formula, charge and spin: 0.0 kJ/mol. For the orbital gap (spin up / spin down), the calculation gives 6.357 / 6.416 eV.



3.
Formula: CH5BrP2
Source: OMol25
Level of theory: the ωB97M-V functional and the def2-TZVPD basis

ORCA input file:
```
! RIJCOSX wB97M-V def2-TZVPD def2/J DEFGRID3
* xyz 0 1
C 1.31971 -0.48432 -2.05324
P -1.98421 -1.12659 1.89106
P -1.12106 0.72498 2.20540
Br -1.32935 1.28859 4.39294
H 0.85006 -1.45096 -2.17696
H 0.88134 0.22490 -2.74402
H 1.18143 -0.13506 -1.03916
H 2.38415 -0.57836 -2.26139
H -2.18205 1.53682 1.78536
*
```

As for the energy above the lowest of the compared OMol25 structures with the same formula, charge and spin: 163.7 kJ/mol. The SMILES is P#[PH]Br.C. For the orbital gap (spin up / spin down), the calculation gives 6.667 / 6.624 eV.